{"formula": "C20H56N5O6Pb", "method": "ωB97M-V with the def2-TZVPD basis set", "charge": 1, "homo_ev": -10.0, "largest_force_ev_per_a": 2.65, "de_lowest_kj_mol": 1200.3, "elements": ["Pb", "O", "H", "C", "C", "C", "O", "C", "N", "H", "H", "H", "H", "H", "H", "H", "H", "H", "H", "H", "C", "C", "C", "O", "C", "N", "H", "H", "H", "H", "H", "H", "H", "H", "H", "H", "H", "C", "C", "C", "O", "C", "N", "H", "H", "H", "H", "H", "H", "H", "H", "H", "H", "H", "C", "C", "C", "O", "C", "N", "H", "H", "H", "H", "H", "H", "H", "H", "H", "H", "H", "C", "C", "C", "O", "C", "N", "H", "H", "H", "H", "H", "H", "H", "H", "H", "H", "H"], "coordinates": [[-2.080, -0.843, -0.015], [-1.556, -4.956, 0.574], [-1.358, -5.901, 0.723], [-4.315, 2.887, 4.979], [-3.391, 1.785, 4.317], [-3.478, 0.398, 4.968], [-2.577, -0.508, 4.304], [-2.404, -1.690, 5.074], [-3.784, 1.653, 2.938], [-4.180, 3.809, 4.413], [-4.178, 3.073, 6.044], [-5.340, 2.562, 4.799], [-2.370, 2.163, 4.371], [-4.507, 0.043, 4.921], [-3.160, 0.530, 6.003], [-3.346, -2.192, 5.294], [-1.778, -1.440, 5.931], [-1.806, -2.411, 4.517], [-3.861, 2.622, 2.665], [-4.782, 1.505, 2.965], [4.096, -4.128, 1.999], [3.788, -2.682, 2.256], [5.052, -1.797, 2.112], [5.933, -2.170, 3.204], [7.228, -1.624, 3.158], [2.908, -2.404, 1.167], [4.504, -4.397, 1.025], [3.178, -4.715, 2.007], [4.689, -4.368, 2.882], [3.262, -2.472, 3.187], [4.734, -0.763, 2.250], [5.472, -1.798, 1.106], [7.728, -2.321, 2.486], [7.667, -1.593, 4.156], [7.195, -0.585, 2.830], [3.500, -2.611, 0.375], [2.178, -3.097, 1.250], [0.888, 5.051, 0.867], [1.976, 4.157, 0.222], [3.398, 4.515, 0.571], [4.223, 3.541, -0.017], [5.590, 3.772, 0.142], [1.680, 2.808, 0.594], [1.225, 6.086, 0.833], [0.872, 4.908, 1.948], [-0.087, 4.940, 0.393], [1.715, 4.128, -0.836], [3.570, 4.464, 1.647], [3.645, 5.523, 0.240], [5.881, 3.761, 1.193], [5.957, 4.741, -0.195], [6.099, 2.983, -0.412], [2.451, 2.258, 0.242], [1.909, 2.881, 1.574], [1.324, 0.058, -5.651], [1.520, -1.215, -4.939], [2.887, -1.197, -4.177], [3.265, -2.468, -3.682], [3.731, -3.300, -4.720], [0.338, -1.524, -4.180], [0.304, 0.095, -6.035], [1.983, 0.235, -6.501], [1.409, 0.852, -4.910], [1.597, -2.101, -5.568], [2.844, -0.467, -3.368], [3.724, -0.795, -4.747], [2.960, -3.609, -5.427], [4.088, -4.218, -4.253], [4.649, -3.020, -5.238], [0.480, -2.523, -4.213], [-0.516, -1.310, -4.676], [-7.863, -1.579, -2.828], [-6.439, -1.180, -2.456], [-6.271, 0.336, -2.786], [-4.947, 0.730, -2.483], [-4.515, 1.938, -3.121], [-6.097, -1.513, -1.065], [-8.054, -1.342, -3.875], [-8.644, -1.077, -2.257], [-7.942, -2.640, -2.588], [-5.730, -1.798, -3.007], [-6.912, 0.942, -2.145], [-6.626, 0.512, -3.802], [-4.410, 1.807, -4.198], [-3.611, 2.419, -2.748], [-5.312, 2.659, -2.941], [-6.915, -1.267, -0.526], [-6.148, -2.519, -1.127]], "lowdin_charge": [1.396, -0.446, -0.098, -0.040, -0.432, -0.197, -0.221, -0.106, 0.022, 0.074, 0.080, 0.074, 0.138, 0.130, 0.127, 0.093, 0.092, 0.085, 0.063, 0.070, -0.079, -0.454, -0.172, -0.209, -0.107, 0.006, 0.092, 0.079, 0.081, 0.146, 0.115, 0.124, 0.093, 0.088, 0.082, 0.065, 0.063, -0.056, -0.466, -0.208, -0.196, -0.113, 0.027, 0.073, 0.073, 0.074, 0.137, 0.133, 0.132, 0.087, 0.088, 0.095, 0.065, 0.067, -0.069, -0.483, -0.187, -0.173, -0.122, 0.036, 0.076, 0.092, 0.088, 0.118, 0.122, 0.124, 0.081, 0.090, 0.092, 0.076, 0.064, -0.064, -0.433, -0.201, -0.240, -0.094, 0.037, 0.084, 0.085, 0.082, 0.137, 0.129, 0.127, 0.090, 0.081, 0.086, 0.072, 0.069]}